(1)
This record from OMol25 describes one molecule with the formula C3H4N2S in a non-equilibrium geometry. The level of theory is ωB97M-V/def2-TZVPD.

Structure (XYZ):
```
10
Properties=species:S:1:pos:R:3:forces:R:3
S -1.8249 -1.1996 -1.1788 0.7 0.5 0.3
N 1.7234 0.2155 -1.2535 -0.4 1.2 -0.8
N -1.9496 -0.7296 0.3599 -0.1 0.4 -0.6
C 0.2011 0.3840 0.8725 -0.3 -0.6 -3.4
C -1.2137 0.0111 1.0789 -1.5 -1.8 3.0
C 0.9180 0.2841 -0.2071 -1.9 -0.6 0.6
H 1.4357 -0.5298 -1.8682 0.3 -0.5 -0.1
H 0.6178 0.5283 1.7759 1.8 1.0 3.0
H -1.5243 -0.0510 2.2143 0.6 0.8 -2.2
H 1.6165 1.0869 -1.7939 0.6 -0.3 0.3
```
Positions in Å, forces in eV/Å.

Calculated values
Orbital gap (alpha / beta) = 8.34 / 5.74 eV
LUMO level (alpha / beta) = 0.27 / -1.19 eV
E_HOMO (alpha / beta) = -0.297 / -0.255 hartree
Energy relative to the best compared isomer or geometry (same formula, charge and spin) = 117.1 kcal per mole

Here are the Mulliken charges for atoms 1 to 6, given in e: number 1, S, carries -0.2216; number 2, N, carries -0.5149; number 3, N, carries -0.2279; number 4, C, carries -0.1688; number 5, C, carries -0.1187; number 6, C, carries -0.0380


(2)
This record from OMol25 describes one molecule with the formula C3H4N2S in a non-equilibrium geometry. The level of theory is ωB97M-V/def2-TZVPD.

Structure (XYZ):
```
10
Properties=species:S:1:pos:R:3:forces:R:3
S 2.2706 0.5650 -1.6682 -0.6 0.0 0.1
N -0.1553 -0.1763 -0.9046 -4.4 -2.1 0.3
N 1.1713 0.6539 0.7496 0.2 -0.5 -1.1
C -1.9925 -0.8665 0.8364 2.8 1.5 -3.2
C 1.0374 0.3420 -0.5768 1.5 0.3 -0.1
C -1.1791 -0.5663 -0.0243 0.8 0.6 1.2
H -0.4819 -0.5628 -1.7943 1.6 0.7 -0.2
H -2.6278 -1.5156 1.2725 -1.8 -1.3 1.7
H 0.3425 0.5998 1.2733 -1.2 -0.1 0.9
H 1.6148 1.5267 0.8364 1.1 0.9 0.4
```
Positions in Å, forces in eV/Å.

Calculated values
Orbital gap = 9.29 eV
LUMO level = 0.65 eV
E_HOMO = -0.318 hartree
SMILES string = C#CNC(N)=S
Energy relative to the best compared isomer or geometry (same formula, charge and spin) = 60.2 kcal per mole

Here are the Mulliken charges for atoms 1 to 6, given in e: number 1, S, carries -0.3626; number 2, N, carries -0.1479; number 3, N, carries -0.4111; number 4, C, carries -0.5399; number 5, C, carries 0.3104; number 6, C, carries 0.0745


(3)
This record from OMol25 describes one molecule with the formula C3H4N2S2 in a non-equilibrium geometry. The level of theory is ωB97M-V/def2-TZVPD.

Structure (XYZ):
```
11
Properties=species:S:1:pos:R:3:forces:R:3
S -1.3803 -1.3933 -1.7591 0.3 0.1 1.3
S -1.3957 0.7959 0.4245 -0.2 1.3 1.2
N -0.0579 -2.4286 -1.7164 -0.7 -1.0 -2.5
N 0.7859 -2.1180 -0.8520 1.3 -2.5 -1.2
C 0.1710 1.8475 0.8646 -1.1 -0.7 -0.6
C -0.8077 -0.6397 -0.3142 0.1 1.3 -0.8
C 0.4221 -1.1520 -0.0784 0.1 1.1 2.8
H 1.0592 -1.0492 0.7802 -0.1 0.9 0.3
H -0.1748 2.8731 0.6410 0.4 -0.6 -0.1
H 0.5449 1.8409 1.9219 -0.5 -0.6 -1.1
H 0.8333 1.4234 0.0879 0.3 0.8 0.7
```
Positions in Å, forces in eV/Å.

Calculated values
Orbital gap = 9.08 eV
LUMO level = 0.13 eV
E_HOMO = -0.329 hartree
SMILES string = CSc1cnns1
Energy relative to the best compared isomer or geometry (same formula, charge and spin) = 52.6 kcal per mole

Here are the Mulliken charges for atoms 1 to 6, given in e: number 1, S, carries 0.0940; number 2, S, carries -0.0954; number 3, N, carries -0.2434; number 4, N, carries -0.2763; number 5, C, carries -0.7766; number 6, C, carries 0.5236


(4)
This record from OMol25 describes C3H4N3 as an isolated structure in a non-equilibrium geometry. The level of theory is ωB97M-V/def2-TZVPD.

Structure (XYZ):
```
10
Properties=species:S:1:pos:R:3:forces:R:3
N 2.3289 -0.4207 0.2888 3.3 1.6 -0.7
N 0.5877 1.1189 -0.3251 1.9 0.2 -0.1
N 1.0856 -0.9010 0.4694 -3.7 1.0 0.2
C 0.0692 -0.0378 0.1379 1.3 -1.8 0.6
C 1.8671 0.6821 -0.0699 -0.8 0.2 -0.3
C -1.2713 -0.5030 0.1193 -2.9 1.0 1.9
H -1.2666 -1.3336 -0.4935 -0.2 -1.8 -1.6
H -1.8662 0.2873 -0.3278 -0.5 -0.2 -0.1
H -1.8209 -0.8703 1.0621 1.4 0.9 -0.9
H 0.2864 1.9781 -0.8613 0.3 -1.3 1.0
```
Positions in Å, forces in eV/Å.

Calculated values
Orbital gap (alpha / beta) = 7.86 / 7.87 eV
LUMO level (alpha / beta) = -8.23 / -8.23 eV
E_HOMO (alpha / beta) = -0.592 / -0.592 hartree
Charge = +1
Energy relative to the best compared isomer or geometry (same formula, charge and spin) = 82.9 kcal per mole

Here are the Mulliken charges for atoms 1 to 6, given in e: number 1, N, carries -0.2871; number 2, N, carries -0.1013; number 3, N, carries 0.0026; number 4, C, carries 0.5560; number 5, C, carries 0.4515; number 6, C, carries -0.9327


(5)
This record from OMol25 describes an isolated ion of composition C3H4N3 and charge +1 in a non-equilibrium geometry. The level of theory is ωB97M-V/def2-TZVPD.

Structure (XYZ):
```
10
Properties=species:S:1:pos:R:3:forces:R:3
N -0.7176 -1.5489 -0.0102 -2.0 -1.0 -0.5
N 1.6232 -1.1314 0.0873 2.1 2.2 -0.2
N -1.9583 -1.2321 0.0414 -1.0 -2.4 0.1
C 0.3389 -1.1033 0.0663 3.8 0.0 0.1
C -1.3056 1.0502 0.0126 3.1 3.1 0.6
C -2.1405 0.0629 0.0316 -4.0 1.4 0.6
H -0.8924 2.0838 0.3091 -1.2 -2.0 -0.7
H -3.2357 0.2572 0.1199 0.6 0.3 -0.2
H 2.1342 -0.3251 -0.3702 -0.9 -1.3 0.4
H 2.1509 -1.4865 0.8891 -0.5 -0.2 -0.1
```
Positions in Å, forces in eV/Å.

Calculated values
Orbital gap (alpha / beta) = 7.08 / 7.88 eV
LUMO level (alpha / beta) = -7.22 / -6.46 eV
E_HOMO (alpha / beta) = -0.525 / -0.527 hartree
Charge = +1
Energy relative to the best compared isomer or geometry (same formula, charge and spin) = 103.8 kcal per mole

Here are the Mulliken charges for atoms 1 to 6, given in e: number 1, N, carries 0.5435; number 2, N, carries -0.3615; number 3, N, carries -0.6173; number 4, C, carries 0.2974; number 5, C, carries -0.6633; number 6, C, carries 0.4107


(6)
This record from OMol25 describes an isolated ion of composition C3H4N3 and charge +1 in a non-equilibrium geometry. The level of theory is ωB97M-V/def2-TZVPD.

Structure (XYZ):
```
10
Properties=species:S:1:pos:R:3:forces:R:3
N 0.4922 0.3442 -0.0700 0.1 0.9 0.2
N -1.1121 -1.1218 -0.0228 -1.7 -1.1 0.3
N -1.6354 0.1384 -0.0481 3.9 2.8 0.4
C 0.1583 -0.9803 -0.0338 -0.7 1.5 -0.4
C -0.5740 1.0839 0.0027 -1.1 -1.1 -0.8
C 1.5790 -0.5856 -0.0036 -1.9 -1.4 0.6
H -2.5609 0.4621 0.1546 -0.9 -0.9 -0.1
H 2.1161 -0.7968 -0.8325 1.8 0.0 -2.8
H 2.0456 -0.7292 0.8948 1.3 0.1 2.3
H -0.5088 2.1851 -0.0413 -0.8 -0.8 0.2
```
Positions in Å, forces in eV/Å.

Calculated values
Orbital gap = 11.75 eV
LUMO level = -4.43 eV
E_HOMO = -0.594 hartree
SMILES string = c1[nH+]nc2n1C2
Charge = +1
Energy relative to the best compared isomer or geometry (same formula, charge and spin) = 38.9 kcal per mole

Here are the Mulliken charges for atoms 1 to 6, given in e: number 1, N, carries 0.0279; number 2, N, carries -0.5125; number 3, N, carries 0.1342; number 4, C, carries 0.3025; number 5, C, carries -0.0088; number 6, C, carries -0.1472


(7)
This record from OMol25 describes an isolated ion of composition C3H4N3OS2 and charge -1 in a non-equilibrium geometry. The level of theory is ωB97M-V/def2-TZVPD.

Structure (XYZ):
```
13
Properties=species:S:1:pos:R:3:forces:R:3
S -1.9835 -0.2556 1.3639 -0.3 1.1 0.5
S -0.3755 -1.4532 -1.2339 0.0 0.2 0.9
O 0.1335 -2.2697 1.3323 0.9 -0.5 0.7
N 0.6261 0.6926 2.0461 0.2 0.3 -2.7
N -0.0659 0.6657 -2.8126 -0.7 4.3 4.6
N -0.0841 1.0154 -0.2988 -0.4 -1.6 -1.4
C -0.1330 -1.2846 0.7245 -0.4 0.1 -1.9
C -0.2509 0.1891 1.0124 0.8 -0.1 -2.0
C -0.2046 0.2969 -1.3886 0.3 -0.1 1.5
H 0.0954 0.9355 2.7952 -1.8 0.9 2.6
H 1.3605 0.1159 2.3705 0.6 -1.1 -0.2
H 0.2915 -0.1394 -3.1778 1.7 -2.1 -1.8
H 0.5906 1.4912 -2.7333 -0.8 -1.4 -0.9
```
Positions in Å, forces in eV/Å.

Calculated values
Orbital gap = 6.96 eV
LUMO level = 3.37 eV
E_HOMO = -0.132 hartree
SMILES string = NC1=N[C@@]2(N)S[C@@]2([O-])S1
Charge = -1
Energy relative to the best compared isomer or geometry (same formula, charge and spin) = 20.5 kcal per mole

Here are the Mulliken charges for atoms 1 to 6, given in e: number 1, S, carries -0.4948; number 2, S, carries -0.3521; number 3, O, carries -0.6157; number 4, N, carries -0.6504; number 5, N, carries -0.5619; number 6, N, carries -0.7052


(8)
This record from OMol25 describes one molecule with the formula C3H4N3P in a non-equilibrium geometry. The level of theory is ωB97M-V/def2-TZVPD.

Structure (XYZ):
```
11
Properties=species:S:1:pos:R:3:forces:R:3
P -0.0449 0.0048 0.0399 -3.3 0.9 -2.2
N -1.4305 -1.0743 -2.3968 0.0 0.0 -0.2
N 2.1334 1.7719 -0.8305 0.2 0.2 -0.3
N 0.9072 -1.3362 0.3420 -1.8 -2.3 0.7
C 1.2512 1.0694 -0.6267 -0.6 -0.5 0.9
C -1.3070 1.0682 0.6356 2.4 -0.8 1.1
C -0.8518 -0.6285 -1.5120 0.6 0.3 1.3
H -2.1371 0.5916 1.1442 -0.5 -0.6 -0.6
H 1.6705 -0.9517 0.7663 3.2 1.0 1.3
H 0.6761 -2.1710 0.9679 -0.4 1.7 -1.4
H -0.8671 1.6557 1.4701 0.1 0.3 -0.6
```
Positions in Å, forces in eV/Å.

Calculated values
Orbital gap = 9.11 eV
LUMO level = -0.15 eV
E_HOMO = -0.340 hartree
SMILES string = C=P(N)(C#N)C#N
Energy relative to the best compared isomer or geometry (same formula, charge and spin) = 31.2 kcal per mole

Here are the Mulliken charges for atoms 1 to 6, given in e: number 1, P, carries 0.7459; number 2, N, carries -0.3630; number 3, N, carries -0.3061; number 4, N, carries -0.6299; number 5, C, carries 0.1652; number 6, C, carries -0.9554


(9)
This record from OMol25 describes one molecule with the formula C3H4N4 in a non-equilibrium geometry. The level of theory is ωB97M-V/def2-TZVPD.

Structure (XYZ):
```
11
Properties=species:S:1:pos:R:3:forces:R:3
N -1.5550 -0.8237 -0.5859 -0.2 -0.2 0.3
N -0.2312 -0.9282 -0.8733 -0.4 0.2 -0.2
N -1.2746 0.7370 1.2419 0.9 0.4 -0.7
N 1.9042 -0.1525 -0.7138 -0.6 0.3 0.6
C -0.0345 0.8244 0.9025 1.4 -3.7 -5.0
C 0.5694 -0.0888 -0.2895 -1.5 -0.6 1.3
C -2.0001 -0.0965 0.3916 0.3 0.0 0.2
H -3.0807 -0.0961 0.5300 0.3 0.0 0.1
H 0.8638 1.3402 0.8113 0.7 3.0 3.1
H 2.1799 -0.9883 -1.2364 -0.5 0.5 0.3
H 2.6598 0.2696 -0.1944 -0.3 0.0 0.1
```
Positions in Å, forces in eV/Å.

Calculated values
Orbital gap = 9.02 eV
LUMO level = 0.05 eV
E_HOMO = -0.330 hartree
SMILES string = Nc1cncnn1
Energy relative to the best compared isomer or geometry (same formula, charge and spin) = 85.1 kcal per mole

Here are the Mulliken charges for atoms 1 to 6, given in e: number 1, N, carries -0.3617; number 2, N, carries -0.4130; number 3, N, carries -0.5703; number 4, N, carries -0.4306; number 5, C, carries 0.0340; number 6, C, carries 0.5388


(10)
This record from OMol25 describes one molecule with the formula C3H4N4. The level of theory is ωB97M-V/def2-TZVPD.

Structure (XYZ):
```
11
Properties=species:S:1:pos:R:3:forces:R:3
N -1.1529 1.4695 0.5021 0.2 -0.1 -0.2
N -0.0072 -0.9322 0.4486 0.1 0.2 -0.1
N 1.8949 -0.0376 -0.6228 -0.1 0.0 0.0
N -1.3731 -0.8844 0.4007 -0.1 0.3 0.1
C 0.1406 1.3791 0.2995 -0.2 0.1 0.0
C 0.6900 0.1195 -0.0044 -0.1 -0.2 0.0
C -1.8631 0.3108 0.2842 -0.1 -0.2 0.0
H 0.3657 -1.7903 0.8264 0.1 0.0 -0.2
H 2.2328 0.8304 -1.0214 0.1 0.0 0.1
H -2.9313 0.3809 0.1049 0.1 0.0 0.1
H 2.0036 -0.8457 -1.2177 0.0 0.0 0.1
```
Positions in Å, forces in eV/Å.

Calculated values
Orbital gap (alpha / beta) = 7.84 / 7.84 eV
LUMO level (alpha / beta) = 0.14 / 0.14 eV
E_HOMO (alpha / beta) = -0.283 / -0.283 hartree
SMILES string = NC1=C=NC=NN1
Energy relative to the best compared isomer or geometry (same formula, charge and spin) = 91.1 kcal per mole

Here are the Mulliken charges for atoms 1 to 6, given in e: number 1, N, carries -0.4375; number 2, N, carries 0.1477; number 3, N, carries -0.4958; number 4, N, carries -0.6017; number 5, C, carries -0.2090; number 6, C, carries 0.4072